1.
ORCA calculation (ωB97M-V with the def2-TZVPD basis set) on a structure of composition C43H65KN5PSbTe at a distorted geometry.

```
117
Properties=species:S:1:pos:R:3:forces:R:3
H -6.295551 -3.390100 0.037099 -0.04 -0.15 0.05
H -1.124972 0.973462 -1.575109 -0.44 -0.24 0.21
C 4.136273 3.060031 1.759355 -0.27 -0.08 0.08
H -1.431372 -4.994640 -0.432853 0.14 -0.07 -0.05
H 2.242954 -0.381856 6.056838 0.06 -0.03 0.03
H 3.352424 2.965935 -3.564590 0.03 -0.06 0.07
Te 1.375441 2.073874 -1.447798 -0.23 -0.01 -0.54
H 3.222074 -0.083268 -2.248984 0.05 -0.13 0.04
C 1.405422 -2.658327 -3.177505 -0.08 0.13 0.11
C 1.570621 -1.203445 5.849605 0.15 0.23 -0.38
C -2.937839 0.991989 -3.511930 -0.04 0.10 -0.29
C 1.068865 -1.965976 6.883142 -0.40 -0.43 0.18
C 5.272071 1.285417 3.042902 0.38 -0.20 0.18
H -4.280235 2.160141 -2.278347 -0.14 -0.01 0.08
H -4.500938 -3.282307 2.718147 -0.09 -0.11 0.02
C 2.311616 -3.037245 -0.145601 0.04 0.14 0.06
H -1.479972 -4.950043 5.827084 0.00 -0.04 -0.05
H 1.792596 8.779248 -3.303712 0.00 0.07 0.00
H -2.555946 -6.356052 -0.357760 0.07 -0.10 -0.06
H -3.658658 -0.602402 -4.795809 0.06 -0.15 -0.06
C -3.424956 -4.453677 0.204791 -0.03 0.37 -0.06
H -1.790401 5.090702 -0.922628 -0.11 0.09 -0.03
C -1.627986 1.208476 -4.277158 -0.17 0.06 0.31
C 0.871700 -1.650121 -2.171388 -0.02 0.02 0.22
H 0.740704 -0.677415 -2.651449 -0.12 0.06 0.01
C -5.141697 -1.789011 -0.856450 0.40 -0.08 0.02
H 0.837193 3.319347 1.234696 -0.07 -0.02 -0.21
H -0.754642 6.833272 -2.022699 -0.05 0.00 0.01
H -0.107782 -1.969823 -1.797311 -0.03 0.08 -0.05
C 3.493150 -0.815073 -1.480210 -0.12 0.02 0.08
H -1.085084 -3.932255 1.673693 -0.09 -0.08 -0.02
C 2.849292 1.220239 2.688218 0.79 0.11 0.14
H -3.251528 -4.625897 1.265427 -0.10 0.02 0.13
C -0.900945 4.471325 -0.829681 -0.13 -0.07 0.02
H -4.846374 -1.733977 3.482718 -0.09 -0.03 0.11
H 2.038717 -2.743269 1.967220 0.06 0.07 0.11
C 1.778074 2.871642 1.505480 -0.14 -0.34 1.30
C -1.399598 -4.600487 3.712040 -0.05 -0.16 0.29
C 2.975873 3.573061 1.268430 0.33 0.06 0.06
H -0.203027 -3.599738 7.466353 -0.01 -0.02 0.00
H -3.569463 -0.532314 1.767830 0.06 0.12 -0.02
Sb -3.096853 -2.300295 -0.192995 -0.50 -0.62 0.10
H 2.363606 -2.337468 -3.576187 0.15 -0.02 -0.08
C -3.452752 2.325937 -2.965404 0.17 -0.29 -0.10
H 4.311053 4.454129 -3.603661 0.03 0.13 -0.03
H 3.097587 -4.096052 1.565403 0.07 -0.09 0.08
H -1.146634 3.434427 -1.045873 -0.07 -0.06 0.04
H 3.932698 -1.428504 4.539774 -0.04 -0.02 -0.01
C -4.662822 -2.223684 2.525910 0.01 0.03 0.01
C 1.201926 -1.418329 4.506194 0.38 0.36 0.47
C 1.115102 6.750452 -3.052695 0.01 0.00 0.01
H -2.297064 -0.786174 -2.745731 -0.08 0.08 0.14
H 5.081603 3.566728 1.618245 0.08 0.04 -0.05
C 1.286623 4.115313 -2.023986 0.01 0.07 -0.07
H -0.854560 1.594392 -3.610402 0.10 0.01 -0.04
H 1.110340 8.060481 -4.757501 -0.01 0.03 -0.02
K 0.136239 -0.225573 1.568879 -1.07 0.16 -0.60
H -4.184519 1.006116 -5.290849 0.01 0.07 -0.12
C -0.869051 -3.763877 2.723563 0.19 0.27 -0.19
N 1.703104 1.761428 2.221645 -0.13 1.03 -0.47
C 2.335351 4.676778 -2.770817 0.30 -0.26 0.00
C -3.456054 -1.613961 1.846420 0.18 0.00 -0.41
H 1.389511 -3.623311 -0.216094 0.02 -0.07 -0.10
H -5.854884 -3.667767 -1.650353 -0.02 -0.14 -0.02
H 5.263063 0.327638 -0.984708 0.12 0.06 0.01
H -3.796265 2.956250 -3.780209 -0.06 0.08 -0.14
H -5.554120 -2.110851 1.910123 -0.13 -0.05 0.04
C 5.190600 0.124945 3.778556 0.35 0.45 -0.22
H -4.448461 -4.745021 -0.024518 -0.10 0.08 0.12
H -4.919096 0.223579 -3.883717 -0.15 -0.02 0.05
H -7.128029 -2.520770 -1.242175 -0.10 -0.02 -0.06
H 3.885873 0.597556 0.089095 0.10 0.08 -0.02
C -2.462106 -5.299548 -0.613668 0.01 0.07 0.04
H -0.576700 4.505721 0.209898 -0.02 -0.01 0.12
C 4.430906 -0.157079 -0.476446 -0.02 -0.03 -0.05
C -3.991548 0.367541 -4.431996 0.15 0.13 0.23
N -0.090856 -2.736072 2.983246 -0.27 -0.25 -0.62
C 0.266185 -2.486973 4.249664 -0.10 -0.28 0.90
C 2.237728 5.962239 -3.272989 -0.17 0.24 -0.09
H 1.526542 -3.638805 -2.724488 0.05 -0.16 -0.02
H -2.563564 1.209228 -0.805602 0.03 -0.10 -0.04
H -5.484231 -1.021720 -0.163469 0.03 0.17 0.03
H -2.552607 -1.821813 2.414905 0.09 0.09 0.07
H 2.955393 4.498517 0.709523 -0.04 0.00 -0.08
H -2.650465 -5.188272 -1.681679 0.04 -0.03 -0.09
C -6.157632 -2.910147 -0.929447 -0.01 0.00 0.09
C 4.110964 1.845621 2.493549 -0.35 0.06 -0.02
H 1.374084 -1.747348 7.899452 0.02 0.02 0.04
C 0.116700 6.226428 -2.247778 0.09 0.30 -0.21
C 0.196668 4.941561 -1.732388 -0.15 -0.20 0.22
C -1.083235 -4.344187 5.019184 -0.09 0.03 -0.13
H 4.834717 -0.881233 0.228308 0.07 -0.04 0.12
H 0.710986 -2.749790 -4.010998 -0.04 -0.09 -0.14
H -1.277365 0.270389 -4.705053 0.05 -0.13 -0.07
H 3.043497 6.364906 -3.878143 0.09 -0.04 0.00
P 1.901810 -1.304164 -0.665819 0.39 -0.57 -0.90
C 3.970489 -0.504708 3.976991 -0.40 -0.06 0.02
N -2.009873 0.505678 -1.286313 0.56 0.51 -0.09
H 4.037000 3.597040 -2.074152 0.04 -0.13 -0.03
H 3.962076 -1.684438 -1.958106 -0.08 0.11 0.01
H -2.042122 -5.428784 3.443326 -0.02 -0.01 -0.04
N 1.605626 -0.667563 3.488450 -0.12 -0.08 -0.01
C 2.818624 -3.079160 1.289660 0.01 -0.12 -0.01
C 2.778606 0.000877 3.443452 0.48 -0.33 0.27
H 6.093248 -0.300837 4.203488 -0.03 -0.04 0.00
N -2.772666 0.045380 -2.395619 -0.05 -0.08 0.04
H 3.685103 -2.435550 1.429084 0.09 0.04 0.06
H -1.766966 1.924908 -5.081038 0.00 0.14 -0.19
H 0.043172 8.571455 -3.448970 -0.05 0.06 0.02
C 1.006653 8.117515 -3.672231 0.05 -0.07 0.05
H -5.031492 -1.328974 -1.835216 0.13 0.15 0.03
C 0.177703 -2.996145 6.651775 0.16 0.06 0.53
H 3.057356 -3.460278 -0.828968 -0.20 -0.05 -0.02
H 6.218939 1.784727 2.882403 0.07 0.00 0.00
H -2.660242 2.858848 -2.448713 0.03 0.10 0.07
C -0.220790 -3.274335 5.339551 0.05 0.07 -0.40
C 3.584481 3.885390 -3.024649 0.05 0.02 -0.13
```
Positions in Å, forces in eV/Å.

Its LUMO energy is 2.20 eV. Its gap between HOMO and LUMO is 5.6 eV. The charge is -1. The spin multiplicity is 1.

***

2.
ORCA calculation (ωB97M-V with the def2-TZVPD basis set) on a cluster of 2 separate species, C3HBrF6S in total at a distorted geometry.

```
12
Properties=species:S:1:pos:R:3:forces:R:3
C -2.647001 -1.157022 -0.486375 3.45 1.29 0.15
H 0.328086 -0.931954 0.517929 -0.39 2.27 0.74
Br 0.263491 0.318023 -2.352829 0.36 -0.32 -0.03
F -1.871493 2.415104 0.307205 0.51 -0.04 0.70
F -2.521853 -2.005559 -1.497317 -0.42 0.03 0.40
F -2.698144 1.568629 -1.399476 -0.90 -0.14 -1.64
C -1.534414 1.899252 -0.900218 -0.31 -0.05 1.98
C -0.593141 0.732406 -0.764743 -2.44 -1.41 0.83
F -0.992108 2.888565 -1.557214 0.41 1.02 -1.27
F -2.030340 -1.628693 0.618456 -0.87 -0.29 -0.69
F -3.870063 -0.829057 -0.221020 -0.63 -0.06 -0.08
S -0.048615 0.443959 0.852911 1.22 -2.30 -1.09
```
Positions in Å, forces in eV/Å.

Its LUMO energy is -1.74 eV. Its gap between HOMO and LUMO is 6.4 eV. The charge is 0. The spin multiplicity is 1.